# 1
# C5H13NO

A gas-phase ion, C5H13NO (charge +1) (ωB97M-V/def2-TZVPD, the Open Molecules 2025 dataset).

Values from the calculation:
HOMO energy (alpha / beta) in eV: -15.2031 / -15.1443
Frontier orbital gap (alpha / beta) in eV: 12.09 / 6.62

```
! wB97M-V def2-TZVPD RIJCOSX def2/J DEFGRID3
* xyz 1 2
C -0.64549 0.69024 -1.15450
O -1.86937 0.57028 -1.92454
C -0.77056 -0.33731 -0.05640
C 0.63983 -0.54674 0.67548
C 1.08468 0.65174 1.49483
C 1.65836 -1.06424 -0.31323
N -1.83333 0.03906 0.78219
H 0.16859 0.51432 -1.84879
H -0.59704 1.72815 -0.81035
H -1.75543 1.26237 -2.58743
H -0.95888 -1.32685 -0.50132
H 0.49595 -1.40978 1.32831
H 0.26885 0.97041 2.13863
H 1.88241 0.36533 2.18338
H 1.48097 1.45495 0.87686
H 1.20730 -1.93148 -0.81127
H 1.88970 -0.36048 -1.10902
H 2.54120 -1.48772 0.15954
H -2.54871 -0.64380 1.04649
H -2.33903 0.86156 0.43115
*
```

# 2
# C4H11NO2

3 unconnected molecules or ions with the total composition C4H11NO2 (ωB97M-V/def2-TZVPD, the Open Molecules 2025 dataset).

Values from the calculation:
HOMO energy in eV: -8.3069
SMILES: C=N/C=C/C.O.O
Frontier orbital gap in eV: 8.58

```
! wB97M-V def2-TZVPD RIJCOSX def2/J DEFGRID3
* xyz 0 1
C -0.18149 3.06234 -0.79347
C 0.28043 1.60479 -0.55952
C -0.70678 0.56714 -0.50944
N -0.26002 -0.75842 -0.92168
C -0.95883 -1.80912 -0.90175
H 0.50009 3.88660 -0.45508
H -1.13466 3.20561 -0.15696
H -0.49379 3.32086 -1.78573
H 1.37404 1.34286 -0.93569
H -1.29973 0.74931 0.32513
H -1.66183 -2.02962 0.01745
H -1.01833 -2.59996 -1.67167
H 5.38801 -2.89050 2.15387
H 6.02120 -2.40883 3.05784
O 6.28686 -2.99772 2.35368
H -4.48538 -1.34984 0.31244
H -3.86844 -0.12199 -0.13556
O -3.78135 -0.77352 0.60614
*
```

# 3
# C3H4ClNO

2 unconnected molecules or ions with the total composition C3H4ClNO (ωB97M-V/def2-TZVPD, the Open Molecules 2025 dataset).

Values from the calculation:
HOMO energy in eV: -8.2453
Frontier orbital gap in eV: 8.95

```
! wB97M-V def2-TZVPD RIJCOSX def2/J DEFGRID3
* xyz 0 1
C 0.71694 -0.20189 -1.30189
C 2.22993 -0.21206 0.39323
C -0.59743 -0.10515 -0.68266
N 1.77558 0.29529 1.41603
O 1.17815 -0.28165 -2.37742
Cl 3.75257 -0.87035 -0.01049
H -0.63983 -0.71022 0.21667
H -1.37908 -0.38979 -1.39070
H -0.73581 0.93331 -0.38338
H 2.34606 0.40050 2.25778
*
```

# 4
# C8H12N2PZr

A molecular structure, C8H12N2PZr (ωB97M-V/def2-TZVPD, the Open Molecules 2025 dataset).

Values from the calculation:
HOMO energy (alpha / beta) in eV: -10.3362 / -10.3286
Frontier orbital gap (alpha / beta) in eV: 5.82 / 5.78

```
! wB97M-V def2-TZVPD RIJCOSX def2/J DEFGRID3
* xyz 1 1
C 0.30619 0.98695 -2.40918
C 0.08149 0.29225 -3.58018
C -0.24181 -1.08445 -3.62348
C -0.34341 -1.93815 -2.49988
C -0.16971 -1.51165 -1.19898
Zr 0.01139 0.37685 -0.50678
P 0.14919 2.66905 0.24212
H 0.64909 2.02425 -2.55858
H 0.21039 0.80635 -4.54068
H -0.36171 -1.54145 -4.61408
H -0.17901 -2.32335 -0.45288
H -0.51541 -3.00395 -2.69528
H -0.93451 3.20975 0.97782
H 0.28699 3.65865 -0.76198
H 1.22159 3.03175 1.09512
N -0.17881 -1.47765 2.12222
C -0.12951 -1.46475 3.46512
C 0.08079 -0.17475 3.88302
C 0.15629 0.57055 2.72702
N -0.00311 -0.24495 1.65902
H -0.33571 -2.33905 1.56852
H -0.24361 -2.33655 4.09572
H 0.16729 0.18115 4.90112
H 0.31559 1.63305 2.70522
*
```

# 5
# C2H6FN

2 unconnected molecules or ions with the total composition C2H6FN (ωB97M-V/def2-TZVPD, the Open Molecules 2025 dataset).

Values from the calculation:
HOMO energy (alpha / beta) in eV: -8.7927 / -8.7912
Frontier orbital gap (alpha / beta) in eV: 9.41 / 9.41

```
! wB97M-V def2-TZVPD RIJCOSX def2/J DEFGRID3
* xyz 0 1
C 0.31702 -1.28587 0.38795
C -0.19611 -0.19107 -0.55862
N -0.61231 1.00405 -0.25804
F 0.68326 2.27317 0.27272
H 1.12401 -1.88417 -0.03205
H -0.54698 -1.82533 0.82963
H 0.61798 -0.65507 1.19359
H -0.00281 -0.42625 -1.58166
H -0.72514 1.23915 0.68719
H -0.65892 1.75139 -0.94072
*
```

# 6
# C22H68N8O12

12 unconnected molecules or ions with the total composition C22H68N8O12 (ωB97M-V/def2-TZVPD, the Open Molecules 2025 dataset).

Values from the calculation:
HOMO energy in eV: -8.5116
SMILES: NC(N)=O.NC(N)=O.NC(N)=O.NC(N)=O.CC(C)O.CC(C)O.CC(C)O.CC(C)O.CC(C)O.CO.CO.CO
Frontier orbital gap in eV: 7.95

```
! wB97M-V def2-TZVPD RIJCOSX def2/J DEFGRID3
* xyz 0 1
C 2.10442 -0.99087 3.27742
O 2.78542 -1.32987 2.08142
H 2.47042 -0.11987 3.84442
H 2.07242 -1.83987 3.89842
H 1.06942 -0.86987 2.99542
H 2.78342 -0.52987 1.53842
C 4.05042 1.62213 1.97242
O 3.08842 1.00213 1.10542
H 3.88242 1.58013 3.08042
H 3.89242 2.66613 1.70542
H 5.11242 1.37513 1.77042
H 3.17642 1.21713 0.14642
C 1.97342 -2.20787 -4.48558
O 1.40942 -1.30687 -3.56258
H 2.68942 -2.92987 -4.08258
H 2.52242 -1.64187 -5.22458
H 1.25042 -2.77587 -4.99058
H 1.86842 -1.30287 -2.71058
C 0.48842 2.56113 -3.97458
O 0.58042 3.95013 -3.85658
N -0.29258 2.00913 -4.81358
N 1.23042 1.71513 -3.37158
H -0.90158 2.64313 -5.33658
H -0.56258 1.02113 -4.70258
H 1.87442 2.01313 -2.64858
H 1.21942 0.66613 -3.65358
C 1.34742 -3.19687 -0.67858
O 0.58642 -2.03087 -0.81758
N 2.25542 -3.39087 0.20542
N 1.05942 -4.20587 -1.40458
H 2.44542 -2.60187 0.82742
H 2.81042 -4.29287 0.36642
H 0.16642 -4.10187 -1.84258
H 1.52642 -5.04387 -1.53158
C -1.92458 -0.56287 -3.59658
O -3.30758 -0.50087 -3.81858
N -1.40758 -0.77887 -2.42358
N -1.05458 -0.50587 -4.60058
H -1.93658 -0.25687 -1.57258
H -0.42358 -0.88587 -2.21458
H -1.50658 -0.49087 -5.53558
H -0.12258 -0.84087 -4.56058
C -2.38758 -0.14387 3.77842
O -2.77758 0.78613 4.65142
N -2.94858 -1.24587 3.66742
N -1.29658 -0.08887 3.13642
H -3.77458 -1.46387 4.14642
H -2.76858 -1.90587 2.92042
H -0.70658 0.70513 3.28742
H -1.12458 -0.77887 2.47342
C -0.26658 -3.44787 2.76942
C -1.27658 -3.51387 1.72442
C -2.46858 -4.29987 2.13242
O -1.62258 -2.34187 1.39342
H -0.19158 -4.36487 3.29242
H -0.57658 -2.79587 3.62242
H 0.73142 -3.09987 2.44642
H -0.88658 -4.04087 0.83442
H -2.79858 -4.00487 3.10042
H -2.37858 -5.42587 2.17542
H -3.23158 -4.13487 1.40742
H -1.39358 -2.12987 0.46942
C 2.73942 3.85813 -1.12958
C 3.64042 2.83713 -1.82258
C 5.07242 3.06513 -1.41758
O 3.42142 1.66413 -1.46758
H 3.04042 4.85113 -1.53158
H 2.88742 3.85713 -0.02358
H 1.66542 3.67213 -1.40258
H 3.52742 2.95213 -2.87658
H 5.41242 3.98913 -1.75558
H 5.78842 2.38313 -1.85058
H 5.04342 3.18013 -0.33758
H 4.09042 1.07613 -1.84758
C 0.15242 0.78913 -0.20658
C -1.26858 1.21613 -0.07658
C -1.63658 2.32313 -1.01058
O -2.11958 0.30213 -0.16058
H 0.57142 0.04813 0.44342
H 0.76942 1.69313 -0.05658
H 0.47042 0.58413 -1.21358
H -1.37658 1.66513 0.89242
H -1.72558 2.19913 -2.08058
H -0.88558 3.10513 -0.93158
H -2.64258 2.76713 -0.78158
H -2.45958 0.20113 0.76642
C -5.92258 -1.68787 -1.35258
C -4.64658 -1.91087 -0.53958
C -4.65158 -1.00387 0.69542
O -4.39958 -3.08187 -0.27558
H -5.95958 -0.76987 -1.95958
H -6.83758 -1.77187 -0.79558
H -6.04358 -2.52387 -2.02558
H -3.81758 -1.49887 -1.11758
H -3.67158 -1.06987 1.10742
H -5.40658 -1.05387 1.57642
H -4.75858 -0.00087 0.33942
H -3.58158 -3.41887 -0.65058
C 0.97442 4.17913 2.32742
C 0.98542 2.93013 3.20542
C -0.34258 2.93813 4.03242
O 0.89642 1.80813 2.65442
H 0.38742 3.98213 1.39242
H 2.00742 4.27413 1.87842
H 0.97242 5.22613 2.78342
H 1.86742 2.93313 3.87342
H -0.40158 3.84213 4.58942
H -0.32858 2.03613 4.62042
H -1.17458 2.99813 3.34842
H 1.46842 1.59413 1.93842
*
```

In order of appearance, relative energy (zero: lowest compared OMol25 entry of this formula, charge and spin) = 1.477; 5.275; 2.492; 2.702; 2.386; 6.428 eV.
In order of appearance, strongest force on any atom = 2.129; 6.357; 4.130; 5.513; 4.599; 11.617 eV/A.